(w)
The following is a DFT calculation (wB97M-V/def2-TZVPD) of C4H7NOS in the gas phase.

Element x y z (Å)
C (0.19, -0.68, 1.92)
C (0.06, -1.57, 3.20)
C (-0.68, -0.23, -0.83)
C (-0.14, 0.73, -1.79)
N (-0.09, -0.33, 0.47)
O (1.11, 0.32, 2.20)
S (0.88, -1.18, 4.57)
H (-0.60, -2.42, 3.14)
H (-1.45, -0.93, -1.08)
H (-0.92, 0.99, -2.50)
H (0.70, 0.31, -2.35)
H (0.21, 1.65, -1.31)
H (0.61, 0.42, 0.44)
H (1.41, 0.17, 3.13)

## Properties
orbital gap (spin up / spin down) = 7.19 / 7.61 eV
molar mass = 117.17 g mol⁻¹
⟨S²⟩ = 2.01
spin multiplicity = 3

---

(x)
The following is a DFT calculation (wB97M-V/def2-TZVPD) of C4H7NOS in the gas phase.

Element x y z (Å)
C (2.12, -0.26, 0.05)
C (0.88, -0.76, 0.73)
C (-0.08, 0.28, 1.32)
C (-0.40, 0.93, -1.37)
N (1.72, 2.11, 0.13)
O (3.07, -0.62, -0.50)
S (0.22, 1.90, 0.26)
H (0.48, -1.48, 0.10)
H (1.47, -1.28, 1.54)
H (-1.19, -0.06, 1.19)
H (0.26, 0.70, 2.30)
H (0.53, 0.60, -1.89)
H (-0.95, 1.74, -1.90)
H (-1.03, 0.19, -1.13)

## Properties
orbital gap (spin up / spin down) = 6.35 / 7.27 eV
molar mass = 117.17 g mol⁻¹
⟨S²⟩ = 2.01
spin multiplicity = 3

---

Which of them is most stable? Easy: (w).

---

(w)
The following is a DFT calculation (wB97M-V/def2-TZVPD) of C3H6N2S in the gas phase.

Element x y z (Å)
C (-1.30, 0.65, -1.59)
C (-0.23, 0.32, -0.49)
C (1.59, -0.57, 1.49)
H (-0.91, 0.99, -2.72)
H (-2.16, -0.14, -1.48)
H (-1.91, 1.71, -1.05)
H (0.66, 1.05, -0.66)
H (0.04, -1.83, 1.75)
H (1.93, -1.28, 2.20)
N (-0.66, -0.58, 0.29)
N (0.26, -0.73, 1.35)
S (2.69, 0.43, 0.89)

## Properties
orbital gap = 8.92 eV
molar mass = 102.16 g mol⁻¹
spin multiplicity = 1
SMILES string = C/C=N/NC=S

---

(x)
The following is a DFT calculation (wB97M-V/def2-TZVPD) of a molecular structure, C3H6N2S.

Element x y z (Å)
C (-0.99, -0.93, 0.10)
C (-2.34, -1.12, -0.07)
C (0.93, 0.71, -0.02)
H (-1.03, 2.39, -0.50)
H (-1.46, 1.78, 1.05)
H (-0.21, -1.71, 0.51)
H (-2.92, -2.11, 0.31)
H (-3.11, -0.32, -0.88)
H (1.05, 1.91, 0.13)
N (-1.40, 1.43, 0.07)
N (-0.42, 0.40, -0.13)
S (2.18, -0.42, -0.02)

## Properties
orbital gap = 8.59 eV
molar mass = 102.16 g mol⁻¹
spin multiplicity = 1

---

(y)
The following is a DFT calculation (wB97M-V/def2-TZVPD) of C3H6N2S in the gas phase.

Element x y z (Å)
C (-1.60, -0.14, 0.34)
C (0.66, -0.43, -0.77)
C (1.54, 0.80, -0.63)
H (-1.57, 0.19, 2.19)
H (-2.02, -0.26, -0.69)
H (0.20, -0.35, 1.40)
H (-0.02, -0.39, -1.57)
H (1.27, -1.36, -0.82)
H (1.11, 1.54, 0.28)
N (-2.29, 0.07, 1.34)
N (-0.28, -0.63, 0.40)
S (3.00, 0.96, -1.46)

## Properties
orbital gap = 8.29 eV
molar mass = 102.16 g mol⁻¹
spin multiplicity = 1
SMILES string = [H]/N=C\NCC=S

---

Which of them is most stable? Easy: (y).